w:
Molecular formula: C63H168O21
Method: DFT, ωB97M-V/def2-TZVPD

Results
LUMO level, eV: 0.33
E_HOMO, eV: -9.757
Net charge: 0
Spin multiplicity: 1
HOMO-LUMO gap, eV: 10.08

Each line ends with the Mulliken charge.
CARTESIAN COORDINATES (ANGSTROEM)
C: 3.24 -6.27 1.34  -1.619
C: 2.69 -5.16 2.21  2.685
C: 1.87 -5.60 3.39  -1.041
O: 3.70 -4.40 2.83  -0.746
H: 3.74 -7.00 2.00  0.404
H: 4.02 -5.79 0.77  0.482
H: 2.51 -6.76 0.78  0.323
H: 2.17 -4.50 1.44  -1.278
H: 1.55 -4.76 4.00  -0.423
H: 2.51 -6.24 4.01  0.523
H: 1.00 -6.15 3.03  0.348
H: 4.29 -4.20 2.12  0.105
C: -2.87 3.11 2.62  -1.047
C: -1.91 2.65 3.68  0.239
C: -1.72 1.15 3.66  -0.685
O: -0.63 3.32 3.57  1.450
H: -3.92 2.80 2.74  0.657
H: -2.51 2.72 1.66  -0.030
H: -2.80 4.22 2.58  0.118
H: -2.34 2.87 4.67  0.291
H: -1.22 0.79 2.76  0.033
H: -2.66 0.63 3.74  0.271
H: -1.03 0.98 4.52  0.288
H: -0.66 4.23 3.23  -0.791
C: -2.44 -5.56 -0.58  -0.802
C: -1.45 -6.60 -0.38  1.485
C: -1.97 -8.00 -0.41  -1.792
O: -0.36 -6.41 -1.31  -0.398
H: -3.22 -5.72 0.15  0.639
H: -2.89 -5.56 -1.59  0.125
H: -1.98 -4.53 -0.46  -0.207
H: -0.97 -6.41 0.65  -0.423
H: -2.66 -8.19 0.39  0.473
H: -1.15 -8.69 -0.49  0.372
H: -2.66 -8.06 -1.27  0.333
H: -0.72 -6.21 -2.19  0.139
C: -6.57 2.20 -4.48  -1.359
C: -5.69 0.93 -4.60  1.803
C: -6.59 -0.24 -4.84  -1.609
O: -4.55 1.07 -5.52  -0.547
H: -7.41 2.40 -5.18  0.337
H: -5.95 3.12 -4.50  0.298
H: -7.01 2.25 -3.43  0.349
H: -5.13 0.79 -3.68  -0.687
H: -7.26 -0.14 -4.00  0.432
H: -6.15 -1.24 -4.83  0.285
H: -7.10 -0.11 -5.81  0.506
H: -4.81 0.62 -6.35  0.269
C: 4.03 0.27 -2.29  0.060
C: 4.09 1.08 -3.59  1.385
C: 4.65 0.29 -4.76  -1.600
O: 2.78 1.62 -3.79  -0.307
H: 4.95 -0.22 -2.07  0.889
H: 3.24 -0.47 -2.53  -0.627
H: 3.72 0.86 -1.47  -0.406
H: 4.79 1.89 -3.44  -0.997
H: 5.59 -0.14 -4.47  0.503
H: 4.72 0.85 -5.72  0.484
H: 4.04 -0.64 -5.00  0.121
H: 2.54 1.64 -4.73  0.138
C: 5.12 4.16 -1.57  -0.660
C: 5.72 4.47 -2.91  0.299
C: 4.74 4.87 -3.96  -1.009
O: 6.70 5.50 -2.65  -0.567
H: 4.65 5.08 -1.27  0.301
H: 5.84 3.92 -0.79  0.496
H: 4.30 3.43 -1.69  -0.181
H: 6.29 3.59 -3.29  0.314
H: 3.89 4.19 -4.12  -0.025
H: 5.26 5.06 -4.89  0.424
H: 4.25 5.89 -3.71  0.256
H: 7.31 5.52 -3.38  0.351
C: -5.15 -0.99 3.93  -0.402
C: -5.57 -2.44 4.00  0.136
C: -5.86 -3.00 2.62  -0.714
O: -4.58 -3.34 4.61  -0.590
H: -4.10 -1.04 3.65  -0.298
H: -5.28 -0.58 4.93  0.345
H: -5.70 -0.37 3.20  0.315
H: -6.44 -2.50 4.65  0.349
H: -5.17 -2.59 1.88  -0.250
H: -6.84 -2.69 2.21  0.417
H: -5.75 -4.08 2.65  0.392
H: -3.75 -3.06 4.20  0.224
C: -2.28 2.34 -3.26  0.886
C: -2.02 3.36 -4.34  0.480
C: -1.06 2.81 -5.31  -1.172
O: -3.26 3.67 -4.98  -0.781
H: -3.09 2.63 -2.60  0.250
H: -1.37 2.16 -2.67  -0.021
H: -2.55 1.35 -3.70  -0.996
H: -1.63 4.30 -3.98  0.124
H: -0.82 3.64 -5.93  0.495
H: -1.45 1.98 -5.91  0.257
H: -0.10 2.44 -4.92  -0.131
H: -3.78 2.89 -5.19  0.274
C: -1.50 7.86 3.15  -0.979
C: -0.53 6.88 3.80  0.484
C: -1.21 6.09 4.90  -1.348
O: -0.11 5.97 2.79  -0.349
H: -1.02 8.52 2.45  0.370
H: -2.03 8.40 3.98  0.368
H: -2.20 7.20 2.65  -0.164
H: 0.29 7.37 4.27  0.387
H: -1.43 6.76 5.67  0.683
H: -0.56 5.33 5.32  0.216
H: -2.15 5.66 4.61  0.129
H: 0.82 5.68 2.98  0.230
C: 1.43 4.57 -2.59  -1.228
C: 1.47 3.78 -1.33  3.580
C: 0.41 4.22 -0.28  -1.445
O: 1.22 2.38 -1.62  1.350
H: 2.06 4.14 -3.35  0.078
H: 1.77 5.62 -2.42  0.312
H: 0.41 4.67 -2.87  0.078
H: 2.43 3.85 -0.89  -2.006
H: 0.43 5.24 0.06  0.883
H: 0.62 3.65 0.62  -0.477
H: -0.58 3.99 -0.59  -0.094
H: 1.69 2.15 -2.43  -1.230
C: -1.59 -6.80 -5.77  -1.613
C: -1.95 -5.43 -5.24  0.909
C: -3.35 -5.52 -4.58  -0.876
O: -1.04 -5.02 -4.24  -0.147
H: -2.38 -7.33 -6.29  0.370
H: -1.35 -7.49 -4.92  0.315
H: -0.63 -6.80 -6.28  0.380
H: -1.96 -4.78 -6.11  0.073
H: -3.34 -6.39 -3.90  0.234
H: -4.20 -5.66 -5.27  0.422
H: -3.52 -4.60 -3.98  -0.047
H: -1.24 -4.12 -3.95  0.083
C: 0.00 -0.96 -4.57  -0.582
C: -1.45 -1.38 -4.95  1.619
C: -1.43 -1.88 -6.39  -1.644
O: -1.97 -2.37 -4.13  0.560
H: 0.09 -0.74 -3.48  -0.243
H: 0.38 -0.07 -5.14  0.286
H: 0.76 -1.79 -4.69  0.047
H: -2.08 -0.51 -4.97  -0.909
H: -2.46 -2.04 -6.78  0.397
H: -0.90 -2.87 -6.33  0.174
H: -0.89 -1.20 -7.07  0.392
H: -2.44 -1.90 -3.41  -0.034
C: 4.26 5.41 2.31  -1.890
C: 2.97 4.62 2.03  1.376
C: 3.23 3.17 1.75  -1.018
O: 2.13 4.78 3.22  -0.755
H: 4.06 6.45 2.42  0.459
H: 4.99 5.33 1.50  0.324
H: 4.63 5.04 3.22  0.466
H: 2.37 5.05 1.22  -0.261
H: 3.87 2.80 2.51  0.956
H: 3.76 3.17 0.80  0.077
H: 2.31 2.66 1.62  -0.276
H: 1.74 3.95 3.50  -0.064
C: -5.12 5.19 0.91  -1.094
C: -4.31 6.30 0.24  1.269
C: -3.68 5.77 -1.08  -0.814
O: -5.18 7.39 0.05  -0.622
H: -5.45 5.63 1.88  0.332
H: -4.64 4.22 0.92  -0.043
H: -6.06 4.98 0.35  0.454
H: -3.54 6.65 0.92  -0.430
H: -2.94 4.96 -0.91  -0.131
H: -3.24 6.49 -1.75  0.519
H: -4.44 5.27 -1.73  0.273
H: -4.62 8.12 -0.26  0.375
C: 2.88 1.51 6.78  -1.427
C: 2.27 2.12 5.50  0.776
C: 1.85 0.99 4.61  -0.029
O: 1.12 2.99 5.86  -0.685
H: 3.69 0.81 6.59  0.150
H: 2.03 1.07 7.31  0.403
H: 3.15 2.38 7.37  0.423
H: 2.96 2.78 4.93  0.141
H: 1.14 0.38 5.12  0.440
H: 2.72 0.42 4.29  0.081
H: 1.43 1.37 3.68  -0.425
H: 0.45 2.85 5.19  -0.035
C: -3.87 0.08 0.00  -0.539
C: -3.55 -1.18 -0.85  2.020
C: -4.77 -1.91 -1.27  -1.786
O: -2.81 -0.92 -2.06  1.290
H: -4.66 0.68 -0.45  0.546
H: -3.00 0.77 0.06  -0.241
H: -4.12 -0.24 1.02  -0.207
H: -2.98 -1.92 -0.18  -1.444
H: -4.47 -2.83 -1.80  0.263
H: -5.26 -1.33 -2.04  0.128
H: -5.41 -2.05 -0.43  0.458
H: -2.38 -0.04 -2.00  -1.132
C: 2.83 -3.62 -4.43  -1.597
C: 2.87 -3.26 -2.97  3.523
C: 2.46 -4.43 -2.17  -1.803
O: 4.13 -2.78 -2.55  -0.548
H: 2.82 -2.72 -5.12  0.212
H: 1.96 -4.28 -4.66  0.188
H: 3.78 -4.14 -4.70  0.449
H: 2.14 -2.50 -2.77  -1.864
H: 2.42 -4.24 -1.12  0.242
H: 3.16 -5.24 -2.42  0.565
H: 1.49 -4.82 -2.27  0.359
H: 4.69 -3.55 -2.57  0.467
C: 3.23 -3.79 6.68  -1.532
C: 3.70 -2.47 6.04  1.216
C: 4.95 -1.87 6.58  -1.513
O: 3.89 -2.58 4.63  -0.113
H: 3.94 -4.68 6.55  0.270
H: 2.34 -4.17 6.21  0.265
H: 3.07 -3.63 7.73  0.475
H: 2.88 -1.80 6.25  -0.048
H: 4.97 -1.69 7.66  0.367
H: 4.99 -0.93 6.09  0.286
H: 5.78 -2.54 6.30  0.314
H: 3.83 -3.49 4.29  0.243
C: -1.53 -3.92 2.58  -0.379
C: -0.80 -3.26 3.71  0.679
C: 0.35 -2.44 3.19  0.296
O: -1.73 -2.44 4.46  -0.634
H: -0.87 -4.57 2.02  -0.276
H: -1.98 -3.19 1.91  -0.331
H: -2.37 -4.51 3.01  0.677
H: -0.47 -4.01 4.44  0.409
H: 0.99 -1.97 3.96  -0.159
H: -0.06 -1.65 2.58  0.295
H: 1.02 -3.04 2.59  -1.147
H: -1.66 -1.53 4.09  0.131
C: 3.60 -1.35 1.58  2.049
C: 5.01 -1.71 1.32  0.570
C: 5.92 -1.60 2.57  -1.422
O: 5.14 -3.07 0.81  -0.758
H: 3.44 -0.45 2.20  -0.653
H: 3.11 -2.16 2.07  -0.719
H: 3.14 -1.16 0.61  -0.420
H: 5.43 -1.11 0.53  0.322
H: 5.66 -2.14 3.49  0.071
H: 5.90 -0.51 2.77  0.304
H: 6.95 -1.86 2.21  0.460
H: 4.51 -3.12 0.03  0.293
C: 0.45 -1.46 -0.49  -0.667
C: -0.27 -0.22 0.02  1.376
C: 0.52 0.65 0.97  -0.032
O: -0.80 0.49 -1.11  3.145
H: -0.21 -1.98 -1.10  0.856
H: 0.88 -2.14 0.29  -0.494
H: 1.35 -1.18 -1.03  -0.802
H: -1.20 -0.56 0.52  -0.720
H: 0.84 0.15 1.86  0.414
H: -0.06 1.50 1.27  0.154
H: 1.40 1.00 0.45  -0.195
H: -0.19 1.24 -1.25  -1.576

=====

x:
Molecular formula: C63H168O21
Method: DFT, ωB97M-V/def2-TZVPD

Results
LUMO level, eV: 0.58
E_HOMO, eV: -9.594
Net charge: 0
Spin multiplicity: 1
HOMO-LUMO gap, eV: 10.17

Each line ends with the Mulliken charge.
CARTESIAN COORDINATES (ANGSTROEM)
C: -2.27 7.69 -3.12  -1.463
C: -2.90 6.52 -3.85  1.112
C: -4.34 6.78 -4.31  -1.526
O: -2.15 6.18 -5.04  -0.396
H: -2.33 8.62 -3.73  0.395
H: -1.23 7.57 -2.98  0.310
H: -2.73 7.91 -2.17  0.414
H: -2.90 5.54 -3.32  -0.082
H: -5.04 6.92 -3.50  0.392
H: -4.56 5.87 -4.87  0.375
H: -4.44 7.67 -4.91  0.334
H: -1.95 6.98 -5.54  0.213
C: 4.41 4.71 2.54  -0.509
C: 3.37 5.83 2.19  0.287
C: 3.40 6.26 0.71  -0.854
O: 2.00 5.45 2.47  -0.576
H: 5.45 5.07 2.30  0.485
H: 4.12 3.69 2.28  -0.244
H: 4.43 4.66 3.69  0.067
H: 3.53 6.66 2.87  0.477
H: 3.20 5.35 0.14  -0.172
H: 4.35 6.59 0.34  0.529
H: 2.55 6.95 0.54  0.241
H: 1.88 4.63 1.94  0.155
C: -0.74 -4.45 -4.33  -0.455
C: -2.10 -4.95 -3.97  0.188
C: -2.12 -5.18 -2.44  -0.182
O: -3.20 -4.11 -4.35  -0.662
H: -0.77 -3.50 -3.83  -0.182
H: -0.56 -4.37 -5.36  0.398
H: 0.00 -5.16 -3.94  0.120
H: -2.38 -5.87 -4.45  0.545
H: -2.20 -4.23 -1.86  -0.273
H: -1.25 -5.74 -2.05  -0.165
H: -3.05 -5.77 -2.25  0.384
H: -3.38 -3.33 -3.74  0.094
C: -2.75 -1.93 -8.59  -1.369
C: -2.07 -1.62 -7.29  0.673
C: -1.61 -0.08 -7.21  -0.675
O: -2.92 -1.83 -6.17  -0.395
H: -3.35 -1.10 -8.86  0.353
H: -3.34 -2.96 -8.47  0.287
H: -2.05 -2.08 -9.44  0.377
H: -1.18 -2.33 -7.10  0.184
H: -2.44 0.54 -7.53  0.468
H: -0.72 0.08 -7.91  0.322
H: -1.21 0.14 -6.23  -0.326
H: -2.95 -2.76 -5.91  0.118
C: 2.05 -1.90 -3.56  -1.190
C: 2.20 -3.12 -2.69  2.338
C: 2.80 -4.33 -3.38  -1.728
O: 2.93 -2.71 -1.42  -0.105
H: 1.49 -1.11 -3.07  -0.047
H: 1.54 -2.11 -4.52  0.376
H: 3.11 -1.55 -3.68  0.374
H: 1.19 -3.46 -2.36  -0.705
H: 2.57 -5.20 -2.84  -0.102
H: 3.87 -4.08 -3.53  0.423
H: 2.26 -4.46 -4.31  0.417
H: 2.77 -3.30 -0.67  -0.308
C: 2.70 5.73 6.67  -1.486
C: 1.82 4.57 6.43  0.619
C: 0.36 4.85 6.74  -1.402
O: 2.05 4.06 5.16  -0.126
H: 2.72 6.03 7.71  0.435
H: 2.50 6.52 5.96  0.344
H: 3.73 5.46 6.38  0.307
H: 2.13 3.76 7.13  0.282
H: 0.17 4.93 7.83  0.404
H: -0.24 4.13 6.21  0.241
H: 0.14 5.79 6.29  0.379
H: 1.87 4.74 4.53  0.022
C: -6.66 -5.92 -2.65  -1.220
C: -7.17 -4.83 -1.73  0.738
C: -8.04 -5.37 -0.66  -1.445
O: -6.06 -4.20 -1.13  -0.425
H: -5.92 -5.54 -3.38  0.174
H: -7.42 -6.34 -3.30  0.402
H: -6.16 -6.73 -2.11  0.314
H: -7.62 -4.00 -2.25  0.190
H: -8.70 -4.65 -0.20  0.396
H: -7.43 -5.84 0.12  0.332
H: -8.72 -6.22 -1.02  0.336
H: -6.44 -3.74 -0.37  0.220
C: 0.46 -5.22 3.28  -0.880
C: -0.11 -5.14 1.85  0.470
C: -1.50 -4.47 1.73  -0.324
O: 0.83 -4.37 1.02  0.973
H: 1.56 -5.32 3.21  -0.012
H: 0.04 -6.10 3.81  0.560
H: 0.24 -4.26 3.77  -0.200
H: -0.04 -6.16 1.44  0.304
H: -1.90 -4.74 0.72  -0.043
H: -1.36 -3.35 1.75  -0.579
H: -2.24 -4.74 2.44  0.626
H: 0.78 -3.45 1.29  -0.706
C: -1.36 3.08 -5.96  -1.078
C: -0.69 3.27 -4.58  1.289
C: 0.36 2.18 -4.17  0.388
O: 0.06 4.48 -4.64  -0.538
H: -0.67 3.07 -6.81  0.376
H: -2.03 3.96 -6.10  0.312
H: -1.89 2.12 -6.07  -0.041
H: -1.49 3.22 -3.86  -0.306
H: 1.20 2.33 -4.90  0.470
H: -0.11 1.16 -4.21  -0.271
H: 0.71 2.45 -3.19  -0.848
H: -0.62 5.12 -4.85  0.067
C: -1.28 -1.94 6.66  -1.883
C: -0.80 -0.95 5.60  2.383
C: -1.59 -1.09 4.28  -0.773
O: -0.82 0.44 5.98  -0.607
H: -0.83 -1.64 7.59  0.442
H: -0.94 -2.91 6.34  0.396
H: -2.33 -2.03 6.72  0.347
H: 0.21 -1.27 5.28  -0.851
H: -1.36 -2.09 3.92  0.197
H: -1.19 -0.29 3.65  -0.414
H: -2.68 -1.03 4.45  0.469
H: -0.08 0.74 6.56  0.268
C: -3.10 0.53 1.25  0.636
C: -4.36 -0.26 1.65  0.542
C: -4.10 -1.74 1.82  -0.319
O: -4.93 0.26 2.88  -0.648
H: -3.39 1.55 1.30  0.710
H: -2.84 0.42 0.21  -0.804
H: -2.30 0.30 1.98  -0.364
H: -5.18 -0.18 0.89  0.186
H: -4.98 -2.14 2.24  0.650
H: -3.27 -1.90 2.49  -0.638
H: -3.92 -2.33 0.92  0.068
H: -4.22 0.71 3.37  0.183
C: 2.19 6.84 -4.72  -1.122
C: 2.89 5.75 -3.91  0.612
C: 4.15 6.20 -3.16  -1.066
O: 1.99 5.29 -2.90  0.048
H: 1.22 6.46 -5.02  0.052
H: 2.68 7.10 -5.67  0.399
H: 2.02 7.85 -4.23  0.255
H: 3.14 4.98 -4.63  0.250
H: 4.92 6.53 -3.81  0.538
H: 4.43 5.35 -2.57  -0.037
H: 3.92 7.14 -2.52  0.208
H: 1.32 4.79 -3.36  -0.039
C: 3.60 -2.04 7.30  -1.726
C: 3.54 -2.85 6.00  1.385
C: 3.91 -4.28 6.14  -1.150
O: 2.22 -2.69 5.42  -0.270
H: 4.60 -1.87 7.64  0.427
H: 2.99 -2.48 8.07  0.393
H: 3.17 -1.03 7.11  0.281
H: 4.23 -2.34 5.39  -0.389
H: 4.82 -4.34 6.82  0.362
H: 4.13 -4.73 5.16  0.149
H: 3.09 -4.83 6.66  0.268
H: 2.33 -2.96 4.48  0.164
C: 5.72 0.99 -1.80  -1.800
C: 4.88 1.44 -0.64  0.558
C: 4.24 2.81 -0.93  -0.112
O: 3.96 0.39 -0.33  0.159
H: 6.02 -0.06 -1.57  0.410
H: 6.54 1.66 -1.99  0.454
H: 5.07 0.98 -2.69  0.413
H: 5.51 1.52 0.30  0.206
H: 3.64 2.89 -1.84  0.110
H: 4.95 3.63 -0.86  0.542
H: 3.52 2.95 -0.11  -0.664
H: 3.83 -0.05 -1.19  -0.282
C: -4.46 3.71 4.36  -1.255
C: -3.65 2.72 5.27  0.588
C: -4.55 1.82 6.14  -1.460
O: -2.92 1.91 4.37  0.035
H: -3.70 4.13 3.65  0.218
H: -4.94 4.48 4.98  0.434
H: -5.24 3.24 3.75  0.243
H: -3.03 3.33 5.94  0.349
H: -5.23 1.24 5.52  0.224
H: -5.05 2.42 6.84  0.508
H: -3.95 1.15 6.73  0.304
H: -2.26 1.36 4.80  -0.200
C: 4.49 -4.15 0.95  -1.108
C: 4.39 -3.74 2.44  0.773
C: 5.50 -2.77 2.79  -1.131
O: 3.11 -3.27 2.88  1.063
H: 5.54 -4.56 0.78  0.430
H: 4.61 -3.22 0.33  0.205
H: 3.65 -4.77 0.69  -0.187
H: 4.56 -4.67 3.04  0.307
H: 5.34 -1.81 2.31  -0.118
H: 6.40 -3.17 2.32  0.565
H: 5.67 -2.69 3.86  0.161
H: 2.88 -2.47 2.33  -0.568
C: -1.14 5.37 0.22  -1.737
C: -0.72 4.33 -0.75  1.499
C: 0.62 3.68 -0.47  1.063
O: -1.78 3.40 -0.87  -0.403
H: -0.43 6.17 0.42  0.280
H: -1.40 4.87 1.12  0.426
H: -1.96 5.86 -0.31  0.336
H: -0.66 4.75 -1.77  -0.540
H: 1.52 4.18 -0.81  -0.204
H: 0.64 2.74 -1.12  -1.104
H: 0.76 3.34 0.57  0.278
H: -1.80 2.74 -0.17  -0.016
C: 0.82 -8.11 -2.18  -1.737
C: 1.49 -7.41 -1.00  0.942
C: 2.95 -7.94 -0.95  -1.666
O: 1.50 -6.01 -1.20  0.777
H: 1.36 -7.83 -3.03  0.397
H: -0.25 -7.96 -2.23  0.320
H: 0.98 -9.21 -2.19  0.403
H: 0.93 -7.71 -0.12  0.450
H: 3.58 -7.24 -0.39  0.292
H: 3.36 -8.07 -1.91  0.380
H: 3.03 -8.87 -0.40  0.409
H: 1.17 -5.55 -0.41  -0.634
C: 4.43 0.86 3.42  -1.423
C: 3.00 0.41 3.33  0.297
C: 2.20 1.66 2.98  0.402
O: 2.75 -0.51 2.26  1.865
H: 4.72 1.25 2.43  0.022
H: 5.13 0.07 3.66  0.355
H: 4.60 1.61 4.22  0.398
H: 2.64 -0.11 4.23  0.155
H: 1.15 1.64 3.27  -0.208
H: 2.28 1.77 1.92  -0.589
H: 2.58 2.50 3.54  0.055
H: 3.23 -0.28 1.42  -1.137
C: -0.99 -1.73 -0.88  1.479
C: 0.29 -1.32 -0.22  1.676
C: 0.44 0.17 -0.26  1.185
O: 0.26 -1.69 1.19  0.074
H: -0.97 -1.49 -1.98  -0.047
H: -1.82 -1.24 -0.33  -1.528
H: -1.14 -2.84 -0.88  -0.982
H: 1.11 -1.80 -0.78  -0.615
H: -0.27 0.66 0.47  -0.533
H: 0.32 0.58 -1.33  -0.882
H: 1.44 0.39 0.12  0.037
H: 0.95 -1.15 1.63  -0.806
C: -3.05 0.80 -2.66  -0.916
C: -3.54 -0.65 -2.60  1.525
C: -4.97 -0.82 -3.13  -1.933
O: -2.75 -1.49 -3.42  0.988
H: -2.07 0.80 -2.18  -0.322
H: -3.67 1.41 -1.99  0.494
H: -3.12 1.16 -3.68  0.728
H: -3.41 -1.06 -1.55  -0.726
H: -5.23 -1.88 -2.96  0.215
H: -5.01 -0.70 -4.17  0.384
H: -5.77 -0.20 -2.67  0.411
H: -2.66 -1.14 -4.32  -0.428

=====

Question: of the structures shown, which is the most stable? Reply: w.